Entry 1:
8
Properties=species:S:1:pos:R:3:forces:R:3:mulliken_charge:R:1 method="wB97M-V/def2-TZVPD" smiles="FC(F)(F)C=C=S" homo_energy_ev=-9.43
C 1.039 -1.874 -0.285 1.11 2.07 0.64 -0.39
C 1.880 -0.850 -0.034 0.64 -0.63 -0.63 0.18
C -0.406 -1.865 0.023 -0.41 -0.68 -2.42 0.90
F -0.768 -3.079 0.501 -0.20 0.85 0.68 -0.24
F -1.078 -1.789 -1.196 0.22 -0.05 0.61 -0.25
F -0.855 -0.841 0.711 -0.07 -0.16 1.04 -0.23
S 3.038 0.227 0.112 -1.86 -1.43 0.01 -0.26
H 1.276 -2.691 -0.952 0.56 0.04 0.07 0.30

Entry 2:
8
Properties=species:S:1:pos:R:3:forces:R:3:mulliken_charge:R:1 method="wB97M-V/def2-TZVPD" total_charge=+3 homo_energy_ev="-26.72 / -24.00"
H -1.500 -0.576 1.210 0.32 -2.84 -0.41 0.40
O 0.458 -1.115 0.223 -0.15 -1.28 0.03 -0.19
O 0.299 0.954 -0.228 -1.59 1.46 0.00 -0.20
C -0.883 -0.881 0.195 -0.88 1.26 3.84 0.28
C -0.991 0.464 -0.073 -0.39 3.00 -6.81 0.56
C 1.131 -0.038 -0.146 0.09 -0.72 0.66 0.21
F -1.903 1.100 -0.730 1.63 -0.88 2.82 0.02
Sc 3.390 0.092 -0.449 0.96 0.01 -0.13 1.92

Entry 3:
8
Properties=species:S:1:pos:R:3:forces:R:3:mulliken_charge:R:1 method="wB97M-V/def2-TZVPD" total_charge=+1 homo_energy_ev="-13.87 / -13.73"
C -2.055 -0.182 0.553 1.70 4.21 -1.85 0.66
O -3.012 0.352 0.873 1.57 -1.83 -0.36 -0.14
O -1.184 -2.231 0.647 4.50 -2.10 -2.29 -0.26
C -0.413 -1.544 -0.002 -5.36 -5.80 4.67 0.65
C -0.617 -0.279 -0.205 -1.02 5.76 -0.35 -0.88
H 1.131 0.653 -0.432 1.49 1.66 0.01 0.52
Tl 4.035 1.979 -0.931 2.60 1.02 -0.58 0.79
F 2.115 1.253 -0.504 -5.48 -2.92 0.75 -0.34

Entry 4:
8
Properties=species:S:1:pos:R:3:forces:R:3:mulliken_charge:R:1 method="wB97M-V/def2-TZVPD" smiles="O=c1occ(F)o1" homo_energy_ev=-9.55
C -1.048 -0.327 -0.125 3.03 1.82 0.96 0.45
C -0.432 0.921 -0.045 -6.42 0.30 1.42 -0.16
C 1.299 -0.495 -0.005 -0.78 -0.42 -1.17 0.68
H -0.886 1.970 0.407 1.32 -3.02 -1.87 0.27
O 0.856 0.776 -0.153 3.66 0.58 0.66 -0.28
O 2.462 -0.815 0.018 -3.07 -0.11 0.15 -0.46
O 0.051 -1.258 -0.096 0.31 0.48 0.01 -0.29
F -2.303 -0.772 -0.001 1.96 0.36 -0.16 -0.21

Entry 5:
9
Properties=species:S:1:pos:R:3:forces:R:3:mulliken_charge:R:1 method="wB97M-V/def2-TZVPD" homo_energy_ev="-8.57 / -8.57"
C -0.299 0.902 0.116 0.13 -0.49 3.95 -0.09
C 0.800 0.930 1.099 -2.79 -0.47 -1.51 -0.32
C -0.623 -2.812 0.113 1.85 0.68 0.42 0.67
N 0.430 2.291 -1.667 -1.73 -1.46 0.75 -0.41
N -0.208 1.615 -1.003 2.79 2.62 -1.93 0.41
O 0.401 -2.399 0.421 1.30 0.50 0.48 -0.34
O -1.622 -3.226 -0.216 -3.12 -1.21 -0.91 -0.34
I 2.469 1.973 0.650 0.19 0.16 -0.57 0.11
H -1.347 0.726 0.486 1.37 -0.34 -0.69 0.31

Entry 6:
8
Properties=species:S:1:pos:R:3:forces:R:3:mulliken_charge:R:1 method="wB97M-V/def2-TZVPD" total_charge=+2 homo_energy_ev="-18.01 / -15.40"
H 1.021 2.252 0.362 0.02 -0.08 -0.34 0.36
O 2.996 0.228 -0.853 -3.97 1.30 1.59 -0.10
C 1.979 0.611 -0.406 5.88 -2.37 -2.77 0.63
C 0.914 1.183 0.144 -4.27 0.55 2.55 -0.09
O -0.188 0.570 0.589 2.24 -0.17 -0.43 -0.54
C -2.449 -1.758 -0.477 -0.87 -0.01 -0.50 0.03
O -3.179 -1.838 -1.328 0.93 0.04 0.83 0.01
La -1.094 -1.248 1.969 0.04 0.74 -0.94 1.70

Entry 7:
10
Properties=species:S:1:pos:R:3:forces:R:3:mulliken_charge:R:1 method="wB97M-V/def2-TZVPD" total_charge=+1 spin_multiplicity=8 homo_energy_ev="-8.61 / -8.61"
O 3.422 0.630 -0.220 0.77 -0.87 0.02 -0.42
C 2.264 0.810 -0.186 -1.33 2.28 -0.06 0.73
O 1.199 1.252 -0.168 0.75 -1.33 0.04 -0.22
Sm 6.010 1.300 -0.333 -0.30 -0.14 0.01 0.90
O -0.924 -2.406 0.011 -0.51 -1.09 0.04 -0.49
C -1.637 -1.314 0.337 -0.68 1.98 -0.45 -0.29
C -2.168 -0.224 0.165 0.86 -1.52 -0.02 0.51
O -2.736 0.897 0.050 -0.80 1.06 0.57 -0.96
Li -3.836 2.152 0.515 0.51 -0.66 -0.26 0.91
H -1.592 -3.098 -0.171 0.73 0.29 0.12 0.32

Entry 8:
8
Properties=species:S:1:pos:R:3:forces:R:3:mulliken_charge:R:1 method="wB97M-V/def2-TZVPD" total_charge=+1 homo_energy_ev=-18.10
C -0.831 -1.102 0.462 2.76 -0.57 1.75 0.18
C -1.260 1.410 -1.398 -6.43 1.96 -3.97 0.28
C 0.538 -0.639 0.692 -1.27 0.04 -1.02 0.57
N -1.799 -1.304 -0.081 -2.46 -0.42 -1.05 -0.23
N 0.606 0.583 -0.137 3.62 -2.31 2.79 -0.12
O 1.540 -0.991 1.208 -1.25 0.41 -0.31 -0.33
O -0.358 1.128 -0.838 5.76 -0.88 3.25 0.28
H 1.566 0.916 0.092 -0.73 1.77 -1.45 0.36